Record 1
Below is a structure of composition C28H29ErN3Si, with properties calculated with the ωB97M-V functional and the def2-TZVPD basis.

The HOMO energy (spin up / spin down) comes out at -7.68 / -7.84 eV. As for the charge: +1. As for the multiplicity: 4. The value obtained for the relative energy (zero: lowest compared OMol25 entry of this formula, charge and spin) is 401.96 kJ/mol. As for the lowest unoccupied orbital energy (spin up / spin down): -3.457 / -3.444 eV. Its expectation value of S² is 3.818.

Each line ends with the Mulliken charge.
Cartesian coordinates (Å):
C: 0.65 1.51 0.84  -0.269
C: 1.01 1.87 -0.50  -0.491
C: -0.19 2.19 -1.22  -0.588
H: 2.03 1.93 -0.88  0.522
C: -1.30 2.02 -0.32  -0.526
C: -0.78 1.61 0.96  -0.286
H: -1.34 1.50 1.89  0.523
H: 1.33 1.35 1.67  0.496
H: -0.26 2.44 -2.27  0.606
H: -2.35 2.21 -0.53  0.521
Er: -0.29 -0.17 -0.63  0.073
C: 0.11 -3.60 -3.41  -0.996
H: 1.12 0.16 -3.02  -0.089
H: 0.19 -4.69 -3.06  0.361
H: 0.83 -3.26 -2.63  0.217
Si: 0.04 -0.22 -4.33  0.481
C: 1.30 -1.02 -5.57  0.457
C: 2.19 0.04 -5.79  -0.294
H: 2.08 0.97 -5.26  0.231
C: 3.35 -0.14 -6.54  -0.754
H: 4.12 0.65 -6.57  0.334
C: 3.63 -1.35 -7.16  -0.360
H: 4.54 -1.48 -7.75  0.362
C: 2.71 -2.40 -7.04  -0.678
H: 2.96 -3.40 -7.44  0.351
C: 1.52 -2.22 -6.31  -0.301
H: 0.89 -3.11 -6.25  0.523
C: -1.46 0.34 -5.49  0.428
C: -1.21 0.54 -6.85  -0.568
H: -0.31 0.17 -7.35  0.274
C: -2.10 1.29 -7.63  -0.563
H: -1.85 1.53 -8.66  0.369
C: -3.30 1.76 -7.09  -0.490
H: -3.99 2.36 -7.70  0.358
C: -3.63 1.37 -5.79  -0.398
H: -4.60 1.66 -5.39  0.367
C: -2.75 0.64 -5.00  -0.244
H: -3.06 0.38 -3.99  0.260
H: 0.59 -3.35 -4.42  0.097
H: -0.69 -3.03 -3.13  0.207
N: -0.26 -2.18 2.67  0.037
C: -1.50 -1.86 2.13  0.747
C: -2.64 -2.16 2.88  -0.734
C: -3.88 -1.82 2.35  -0.434
C: -3.94 -1.26 1.06  -0.941
C: -2.78 -1.06 0.32  -0.052
N: -1.56 -1.31 0.89  -0.146
C: 1.00 -1.99 2.10  0.600
C: 2.10 -2.46 2.84  -0.681
C: 3.38 -2.29 2.33  -0.484
C: 3.50 -1.68 1.06  -0.829
C: 2.38 -1.25 0.38  -0.212
N: 1.11 -1.41 0.88  -0.087
H: -0.28 -2.69 3.55  0.229
H: -2.48 -2.66 3.83  0.418
H: -4.77 -1.99 2.96  0.450
H: -4.88 -0.97 0.63  0.445
H: -2.76 -0.73 -0.74  0.365
H: 1.90 -2.98 3.78  0.383
H: 4.25 -2.65 2.88  0.433
H: 4.48 -1.55 0.62  0.453
H: 2.42 -0.75 -0.60  0.518

---

Record 2
Below is a cluster of 2 separate species, C28H29F3NO3S in total, with properties calculated with the ωB97M-V functional and the def2-TZVPD basis.

The HOMO energy comes out at -4.05 eV. As for the charge: -1. As for the lowest unoccupied orbital energy: 0.816 eV.

Each line ends with the Mulliken charge.
Cartesian coordinates (Å):
C: -4.96 -0.78 3.01  -1.756
C: -4.17 -1.33 1.81  2.185
C: -4.15 -2.85 1.91  -2.142
C: -4.93 -0.95 0.54  -1.754
C: -2.74 -0.74 1.80  -0.439
C: -1.61 -1.50 1.91  -0.750
C: -0.29 -0.98 1.88  -0.269
C: 0.82 -1.87 2.03  -1.203
C: 2.19 -1.36 1.99  0.783
C: 2.59 -0.29 2.82  -0.247
C: 3.88 0.22 2.76  -0.553
C: 4.79 -0.31 1.82  -0.141
N: 6.08 0.29 1.69  0.942
O: 6.88 -0.16 0.84  -0.609
O: 6.37 1.25 2.45  -0.605
C: 4.42 -1.39 0.99  -0.560
C: 3.16 -1.94 1.11  -0.476
C: -0.15 0.43 1.66  -0.534
C: -1.22 1.29 1.62  -0.688
C: -1.05 2.83 1.51  2.252
C: -1.71 3.36 0.23  -1.764
C: 0.42 3.25 1.48  -2.117
C: -1.72 3.52 2.70  -1.777
C: -2.58 0.72 1.68  1.787
O: -3.59 1.47 1.61  -0.866
H: -5.04 0.30 2.91  0.371
H: -5.96 -1.22 3.03  0.461
H: -4.43 -1.03 3.94  0.340
H: -3.63 -3.29 1.05  0.392
H: -3.66 -3.18 2.84  0.391
H: -5.17 -3.23 1.92  0.428
H: -4.40 -1.34 -0.34  0.344
H: -5.93 -1.39 0.56  0.461
H: -5.02 0.13 0.47  0.358
H: -1.71 -2.58 2.08  0.457
H: 0.70 -2.89 1.63  0.664
H: 1.90 0.13 3.56  0.521
H: 4.21 1.03 3.39  0.467
H: 5.15 -1.74 0.27  0.474
H: 2.90 -2.81 0.50  0.418
H: 0.85 0.85 1.53  0.694
H: -2.78 3.14 0.25  0.372
H: -1.57 4.44 0.17  0.457
H: -1.25 2.89 -0.65  0.340
H: 0.95 2.90 2.38  0.384
H: 0.92 2.86 0.58  0.381
H: 0.48 4.34 1.46  0.437
H: -1.27 3.17 3.63  0.357
H: -1.57 4.61 2.63  0.464
H: -2.79 3.31 2.69  0.355
F: 3.88 -7.25 3.45  -0.272
C: 2.73 -7.65 2.83  0.909
F: 2.88 -7.38 1.49  -0.255
F: 2.65 -9.00 2.97  -0.277
C: 1.51 -6.92 3.37  0.238
C: 0.27 -7.56 3.37  -0.700
C: -0.85 -6.89 3.87  -0.421
C: -0.75 -5.56 4.27  -0.726
C: 0.47 -4.85 4.05  0.284
S: 0.51 -3.16 4.10  -0.259
C: 1.64 -5.60 3.77  -0.644
H: 0.18 -8.57 2.99  0.373
H: -1.81 -7.41 3.95  0.361
H: -1.57 -5.02 4.74  0.442
H: 2.60 -5.12 3.85  0.463

---

Record 3
Below is a cluster of 2 separate species, C28H29F6N4 in total, with properties calculated with the ωB97M-V functional and the def2-TZVPD basis.

The HOMO energy comes out at -9.10 eV. As for the charge: +1. The value obtained for the relative energy (zero: lowest compared OMol25 entry of this formula, charge and spin) is 185.61 kJ/mol. As for the lowest unoccupied orbital energy: -6.144 eV.

Each line ends with the Mulliken charge.
Cartesian coordinates (Å):
F: -5.33 5.29 2.98  -0.247
C: -5.20 4.11 2.30  0.860
F: -6.11 3.24 2.85  -0.246
F: -5.61 4.34 1.02  -0.225
C: -3.80 3.56 2.35  0.302
C: -3.61 2.18 2.22  -0.828
C: -2.32 1.67 2.18  -0.476
C: -1.15 2.48 2.22  0.710
C: 0.10 1.84 1.99  0.054
C: 1.38 2.47 2.10  0.782
C: 1.65 3.88 2.01  -0.347
C: 2.94 4.40 2.16  -1.047
C: 4.02 3.53 2.32  0.340
C: 5.43 4.08 2.33  0.838
F: 6.32 3.22 2.91  -0.250
F: 5.89 4.33 1.07  -0.227
F: 5.52 5.27 3.02  -0.246
C: 3.81 2.16 2.42  -0.862
C: 2.52 1.66 2.36  -0.503
C: -1.41 3.86 2.58  -0.419
C: -2.70 4.40 2.52  -0.913
H: -4.46 1.52 2.12  0.465
H: -2.18 0.59 2.08  0.274
H: 0.09 0.73 1.89  0.224
H: 0.85 4.59 1.78  0.574
H: 3.11 5.47 2.12  0.446
H: 4.66 1.49 2.53  0.472
H: 2.36 0.58 2.50  0.400
H: -0.62 4.54 2.91  0.632
H: -2.86 5.47 2.61  0.456
C: 2.14 0.97 -3.47  -1.057
C: 2.66 -0.38 -3.03  -0.993
N: 1.63 -1.41 -2.98  0.143
C: 1.82 -2.50 -3.91  -0.803
C: 0.56 -3.27 -4.18  -0.799
N: -0.13 -3.53 -2.94  -0.076
C: -0.88 -4.76 -2.89  -0.772
C: -2.08 -4.59 -2.01  -0.773
N: -1.79 -3.90 -0.78  0.167
C: -2.79 -4.11 0.26  -0.959
C: -2.24 -4.84 1.48  -1.070
C: -0.91 -2.85 -0.75  0.113
C: -0.81 -1.91 0.31  -0.940
N: -0.09 -0.79 0.20  -0.237
C: 0.72 -0.60 -0.84  -0.908
C: 0.78 -1.52 -1.91  -0.063
C: -0.08 -2.66 -1.88  1.222
H: 2.95 1.70 -3.43  0.370
H: 1.79 0.92 -4.51  0.317
H: 1.32 1.32 -2.83  0.287
H: 3.40 -0.74 -3.75  0.470
H: 3.12 -0.30 -2.04  0.476
H: 2.19 -2.08 -4.84  0.500
H: 2.58 -3.20 -3.53  0.299
H: -0.08 -2.70 -4.88  0.262
H: 0.80 -4.23 -4.65  0.505
H: -1.18 -5.02 -3.92  0.487
H: -0.25 -5.59 -2.52  0.258
H: -2.86 -4.07 -2.59  0.290
H: -2.47 -5.58 -1.76  0.504
H: -3.20 -3.15 0.56  0.459
H: -3.57 -4.72 -0.20  0.469
H: -3.03 -4.90 2.24  0.373
H: -1.95 -5.86 1.22  0.312
H: -1.38 -4.32 1.91  0.285
H: -1.32 -2.09 1.26  0.438
H: 1.36 0.29 -0.84  0.449

---

In eV, the E_tot values for the records above are, in order, -69466.157, -56126.304, -51765.081.
In eV Å⁻¹, the F_max values for the records above are, in order, 5.178, 2.917, 2.230.